Molecular formula: C46H52N4O30
Method: DFT, the ωB97M-V functional and the def2-TZVPD basis

Calculated values
Highest occupied orbital energy = -9.33 eV
Energy = -115919.663 eV
HOMO-LUMO gap = 7.35 eV
Structure (SMILES) = O=C1C=C(O)C(=O)C=C1O.O=C1C=C(O)C(=O)C=C1O.O=C1C=C(O)C(=O)C=C1O.O=C1C=C(O)C(=O)C=C1O.O=C1C=C(O)C(=O)C=C1O.O=C1C=C(O)C(=O)C=C1O.C[N+](=O)[O-].C[N+](=O)[O-].COC[C@H](C)N.COC[C@H](C)N

Each line ends with the Löwdin charge.
Atoms and positions in Å:
C -4.712 -1.121 2.558  0.0173
N -5.996 -1.141 1.851  -0.4500
O -6.656 -0.133 1.906  0.0686
O -6.253 -2.084 1.146  0.0797
H -4.088 -1.995 2.397  0.0788
H -4.890 -1.210 3.634  0.1055
H -4.166 -0.200 2.392  0.0854
C -0.550 5.507 0.817  0.0501
N -1.827 6.262 0.874  -0.4195
O -2.841 5.677 1.203  0.0166
O -1.809 7.445 0.601  0.0748
H 0.067 5.992 0.069  0.0970
H -0.809 4.521 0.445  0.0634
H -0.164 5.576 1.828  0.0973
C -1.293 -1.540 -3.800  -0.0463
C 0.018 -0.872 -4.157  -0.4419
C 0.590 -1.589 -5.405  -0.1603
O 1.706 -0.857 -5.904  -0.1869
C 2.833 -0.799 -5.095  -0.1292
N -0.158 0.579 -4.269  0.0637
H -1.140 -2.620 -3.732  0.0737
H -2.083 -1.342 -4.527  0.0879
H -1.698 -1.264 -2.822  0.0657
H 0.739 -0.944 -3.339  0.1076
H -0.175 -1.516 -6.180  0.1305
H 0.898 -2.622 -5.228  0.1167
H 2.688 -0.117 -4.245  0.0686
H 3.736 -0.383 -5.550  0.0923
H 3.170 -1.767 -4.705  0.0903
H 0.757 0.964 -4.488  0.0623
H -0.739 0.833 -5.065  0.0814
C -0.833 2.943 6.224  -0.0574
C 0.023 2.922 4.936  -0.4302
C -0.689 3.497 3.751  -0.2200
O -1.970 2.911 3.648  -0.1785
C -2.821 3.496 2.692  -0.1097
N 1.286 3.623 5.148  0.0359
H -0.208 3.014 7.112  0.0674
H -1.593 2.161 6.272  0.0695
H -1.466 3.841 6.296  0.0792
H 0.202 1.854 4.785  0.1157
H -0.163 3.296 2.804  0.1214
H -0.722 4.599 3.754  0.1219
H -2.531 3.391 1.643  0.0577
H -2.991 4.564 2.892  0.0802
H -3.783 3.038 2.937  0.1008
H 1.780 3.373 5.993  0.0660
H 1.071 4.611 5.263  0.0723
C -2.020 -0.895 0.122  0.0709
C -2.199 0.431 0.098  -0.2012
C -1.131 1.387 -0.374  -0.2773
O -1.202 2.583 -0.381  0.1223
C 0.115 0.663 -0.705  0.0866
C 0.310 -0.655 -0.705  -0.2452
C -0.793 -1.581 -0.259  -0.3252
O -0.660 -2.783 -0.281  0.1153
O 1.485 -1.252 -0.912  0.0957
O -3.372 0.986 0.429  0.0890
H -2.867 -1.532 0.350  0.1309
H 0.969 1.269 -0.994  0.1208
H 1.371 -2.226 -0.894  0.1011
H -3.329 1.906 0.096  0.0892
C -0.937 -1.300 3.811  0.0947
C -1.506 -2.509 3.804  -0.2366
C -0.909 -3.664 3.107  -0.3215
O -1.439 -4.738 2.978  0.1377
C 0.434 -3.415 2.531  0.0828
C 0.998 -2.210 2.557  -0.2318
C 0.313 -1.020 3.090  -0.3186
O 0.763 0.093 2.945  0.1347
O 2.238 -2.016 2.056  0.0749
O -2.706 -2.707 4.382  0.0832
H -1.454 -0.410 4.152  0.1382
H 0.905 -4.297 2.117  0.1344
H 2.318 -1.087 1.760  0.0876
H -2.958 -3.640 4.256  0.1273
C 3.027 2.094 0.749  0.0550
C 3.593 1.012 0.205  -0.2309
C 4.040 1.001 -1.248  -0.3194
O 4.643 0.111 -1.783  0.1279
C 3.728 2.249 -1.967  0.0627
C 3.168 3.325 -1.402  -0.2320
C 2.832 3.341 0.088  -0.3308
O 2.373 4.337 0.589  0.1094
O 3.035 4.482 -2.054  0.1062
O 3.771 -0.083 0.920  0.0746
H 2.833 2.013 1.815  0.1438
H 4.007 2.275 -3.014  0.1321
H 2.713 5.126 -1.392  0.1185
H 4.137 -0.860 0.395  0.0871
C 3.137 -5.403 -2.493  0.0848
C 3.206 -5.794 -3.770  -0.2254
C 2.025 -5.898 -4.710  -0.3373
O 2.143 -6.233 -5.851  0.1435
C 0.752 -5.684 -4.055  0.0667
C 0.672 -5.299 -2.778  -0.2208
C 1.854 -4.982 -1.896  -0.2879
O 1.778 -4.475 -0.803  0.1062
O -0.491 -4.993 -2.179  0.0948
O 4.371 -6.214 -4.259  0.1137
H 4.029 -5.443 -1.882  0.1287
H -0.219 -5.828 -4.516  0.1436
H -0.338 -4.923 -1.218  0.1055
H 4.336 -6.500 -5.182  0.1267
C -6.758 6.142 -0.888  0.0822
C -5.662 5.427 -1.159  -0.2331
C -5.562 3.950 -0.909  -0.3096
O -4.643 3.265 -1.283  0.1183
C -6.734 3.402 -0.212  0.0784
C -7.824 4.103 0.076  -0.2261
C -7.943 5.573 -0.202  -0.3151
O -8.887 6.262 0.096  0.1274
O -8.893 3.557 0.697  0.1037
O -4.639 6.005 -1.807  0.1004
H -6.795 7.205 -1.081  0.1360
H -6.670 2.369 0.114  0.1335
H -9.455 4.322 0.928  0.1170
H -3.885 5.393 -1.798  0.1162
C 6.024 -5.335 1.116  0.0744
C 5.000 -4.520 0.860  -0.2338
C 5.136 -3.256 0.016  -0.2698
O 4.248 -2.438 -0.014  0.0842
C 6.416 -3.095 -0.656  0.0871
C 7.402 -3.970 -0.442  -0.2326
C 7.328 -5.141 0.480  -0.3198
O 8.269 -5.874 0.684  0.1263
O 8.543 -3.891 -1.119  0.1226
O 3.780 -4.680 1.344  0.1059
H 5.773 -6.272 1.600  0.1395
H 6.485 -2.450 -1.524  0.1424
H 9.131 -4.620 -0.865  0.1231
H 3.180 -3.940 1.141  0.0805

Molecular formula: CH6S2
Method: DFT, the ωB97M-V functional and the def2-TZVPD basis

Calculated values
Multiplicity = 2
Highest occupied orbital energy (alpha / beta) = -12.72 / -12.70 eV
Net charge = +1
<S²> = 0.753
Energy = -22795.159 eV
HOMO-LUMO gap (alpha / beta) = 8.31 / 3.27 eV
Energy relative to the best compared isomer or geometry (same formula, charge and spin) = 35.46 kJ/mol

Each line ends with the Löwdin spin population.
Atoms and positions in Å:
S -2.243 1.367 -1.943  0.0039
H -2.777 1.094 -3.139  0.0002
H -3.270 0.810 -1.288  0.0002
C 1.589 -0.287 1.442  0.1036
S 1.571 -1.530 0.178  0.8103
H 2.370 -0.543 2.150  0.0052
H 1.858 0.633 0.899  0.0424
H 0.620 -0.167 1.928  0.0088
H 0.283 -1.377 -0.228  0.0255

Molecular formula: C5H9NO
Method: DFT, the ωB97M-V functional and the def2-TZVPD basis

Calculated values
Highest occupied orbital energy = -9.55 eV
Energy = -8866.256 eV
HOMO-LUMO gap = 10.45 eV
Energy relative to the best compared isomer or geometry (same formula, charge and spin) = 285.29 kJ/mol
Structure (SMILES) = C[C@H]1N[C@H]1CC=O

Each line ends with the natural charge from an NBO analysis.
Atoms and positions in Å:
C -0.079 -0.858 1.277  -0.6545
C 0.365 -1.190 -0.138  -0.0818
N -0.588 -0.980 -1.237  -0.6074
C 0.563 -0.091 -1.109  -0.0748
C 0.272 1.304 -0.595  -0.5218
C -0.733 1.391 0.538  0.4336
O -0.555 2.045 1.549  -0.5716
H -1.055 -1.295 1.503  0.2232
H 0.675 -1.161 1.990  0.2263
H -0.118 0.195 1.585  0.2566
H 0.999 -2.072 -0.226  0.2000
H -0.429 -1.667 -1.973  0.3594
H 1.357 -0.180 -1.854  0.2055
H -0.184 1.916 -1.377  0.2373
H 1.199 1.775 -0.261  0.2303
H -1.688 0.868 0.327  0.1395

Molecular formula: H30O15
Method: DFT, the ωB97M-V functional and the def2-TZVPD basis

Calculated values
Highest occupied orbital energy = -9.93 eV
Energy = -31195.668 eV
HOMO-LUMO gap = 9.44 eV
Energy relative to the best compared isomer or geometry (same formula, charge and spin) = 578.66 kJ/mol

Each line ends with the natural charge from an NBO analysis.
Atoms and positions in Å:
O 0.998 -1.792 -3.378  -0.9641
H 0.163 -1.891 -3.938  0.4974
H 0.998 -2.424 -2.623  0.5019
O 1.907 1.037 2.575  -0.9516
H 2.414 0.261 2.820  0.4850
H 2.774 1.606 2.279  0.4703
O 2.074 0.809 -2.808  -1.0166
H 1.692 -0.194 -3.123  0.5239
H 1.598 1.498 -3.462  0.4618
O 0.022 -3.650 2.824  -0.9371
H -0.861 -3.893 2.919  0.4787
H -0.066 -2.865 3.445  0.4643
O 3.946 2.216 -0.544  -0.9402
H 3.189 2.012 -1.088  0.4878
H 3.628 3.128 -0.246  0.4530
O 0.255 2.624 1.343  -0.9361
H -0.475 2.200 1.687  0.4586
H 0.467 3.401 1.981  0.4793
O -2.395 -3.684 1.290  -0.9337
H -1.820 -3.556 0.595  0.4757
H -2.188 -2.846 1.685  0.4567
O 2.445 -0.735 1.186  -0.9940
H 2.420 -1.339 0.491  0.4741
H 2.306 0.196 0.852  0.5119
O -2.184 -0.285 -2.217  -0.9290
H -2.267 -0.150 -1.287  0.4563
H -1.340 0.272 -2.271  0.4830
O 0.374 -4.035 0.375  -0.9670
H 0.013 -4.866 0.760  0.4774
H 0.578 -3.498 1.080  0.4855
O -4.200 0.989 0.905  -0.9089
H -4.175 0.108 0.879  0.4518
H -3.554 1.161 0.312  0.4561
O -0.905 -0.598 1.329  -0.9430
H -1.311 0.214 1.826  0.4718
H -0.457 -0.920 2.064  0.4723
O -2.442 2.542 -1.259  -0.9817
H -3.245 3.132 -1.422  0.4874
H -2.679 1.765 -1.876  0.4846
O 0.792 -0.165 -0.872  -0.9691
H 0.114 -0.960 -0.552  0.4897
H 0.514 0.675 -0.619  0.4758
O 0.405 4.334 -1.687  -0.9308
H 0.677 4.496 -0.757  0.4599
H -0.202 3.672 -1.475  0.4708

Molecular formula: C32H57Cl2FO22
Method: DFT, the ωB97M-V functional and the def2-TZVPD basis

Calculated values
Highest occupied orbital energy = -8.73 eV
Energy = -106911.188 eV
HOMO-LUMO gap = 9.05 eV
Structure (SMILES) = O=C(F)C[C@@H](Cl)O[C@](CCCO)(CO[C@@H](CCCO)CC(=O)Cl)C[C@H]1CO1.COC(=O)OC.COC(=O)OC.COC(=O)OC.COC(=O)OC.COC(=O)OC

Each line ends with the Löwdin charge.
Atoms and positions in Å:
O 8.160 1.496 3.113  0.1699
C 7.873 2.514 2.558  -0.4679
F 7.614 3.633 3.239  0.1234
C 7.791 2.745 1.094  -0.0953
C 6.400 3.091 0.604  -0.6777
Cl 6.578 4.034 -0.932  0.6766
O 5.692 1.936 0.371  -0.0810
C 4.265 1.950 0.549  -0.4010
C 3.750 0.759 -0.241  -0.0967
C 4.258 -0.607 0.206  -0.1210
C 3.187 -1.426 0.923  -0.2189
O 2.196 -0.556 1.466  -0.0771
C 3.625 3.165 -0.121  -0.1589
O 2.229 3.037 0.064  -0.1189
C 1.471 4.151 -0.382  -0.3204
C 0.692 3.783 -1.634  -0.1222
C -0.261 2.603 -1.469  -0.1567
C 0.413 1.248 -1.450  -0.2357
O -0.496 0.303 -2.041  -0.0790
C 0.535 4.609 0.741  -0.1163
C 1.008 4.116 2.066  -0.7660
O 0.695 3.097 2.599  0.0833
Cl 2.152 5.236 2.860  0.6727
C 3.855 1.959 2.025  -0.0429
C 4.710 1.074 2.888  -0.3506
C 4.612 1.312 4.479  0.0577
O 4.041 0.165 3.541  -0.0719
H 8.209 1.913 0.552  0.1387
H 8.406 3.609 0.874  0.1147
H 5.903 3.749 1.306  0.1161
H 2.680 0.749 -0.241  0.0822
H 4.113 0.942 -1.245  0.1318
H 5.149 -0.513 0.815  0.1072
H 4.556 -1.185 -0.657  0.1141
H 2.715 -2.087 0.208  0.1079
H 3.627 -2.028 1.708  0.1093
H 1.457 -1.086 1.774  0.0981
H 3.900 3.217 -1.171  0.1208
H 3.931 4.091 0.363  0.1150
H 2.135 4.980 -0.610  0.1495
H 1.382 3.569 -2.441  0.1227
H 0.105 4.654 -1.907  0.1224
H -0.930 2.594 -2.321  0.1172
H -0.896 2.695 -0.598  0.1094
H 0.603 0.934 -0.434  0.1085
H 1.323 1.251 -2.038  0.1163
H -0.447 -0.518 -1.550  0.0749
H 0.515 5.690 0.749  0.1128
H -0.475 4.249 0.623  0.1166
H 3.978 2.968 2.406  0.1043
H 2.850 1.596 2.151  0.1241
H 5.701 0.864 2.536  0.1170
H 3.993 1.083 5.340  0.1067
H 4.022 2.230 4.269  0.0578
C -3.341 -1.120 -2.970  -0.0080
O -3.390 -2.208 -3.915  0.0084
C -2.921 -3.382 -3.498  -0.6085
O -2.414 -3.626 -2.428  0.1061
O -3.115 -4.268 -4.466  0.0103
C -2.661 -5.590 -4.161  -0.0279
H -3.753 -0.252 -3.475  0.0931
H -3.953 -1.350 -2.101  0.0969
H -2.325 -0.901 -2.667  0.0639
H -3.185 -5.987 -3.295  0.1016
H -1.588 -5.594 -3.981  0.0855
H -2.888 -6.189 -5.037  0.0947
C 0.195 -5.024 -1.486  -0.0331
O 0.719 -5.506 -0.238  0.0084
C 1.957 -5.985 -0.306  -0.6320
O 2.635 -6.060 -1.298  0.1200
O 2.317 -6.394 0.911  0.0008
C 3.628 -6.965 0.980  -0.0380
H -0.810 -4.690 -1.297  0.0653
H 0.798 -4.195 -1.856  0.1002
H 0.184 -5.826 -2.221  0.0918
H 4.382 -6.239 0.684  0.0954
H 3.697 -7.845 0.345  0.0968
H 3.774 -7.246 2.018  0.0927
C -7.443 3.574 -5.500  -0.0265
O -7.373 2.519 -6.469  0.0153
C -6.875 1.383 -6.000  -0.6156
O -6.498 1.199 -4.869  0.0958
O -6.864 0.482 -6.973  0.0152
C -6.345 -0.798 -6.590  -0.0246
H -7.866 4.425 -6.023  0.0936
H -8.085 3.290 -4.669  0.0985
H -6.450 3.820 -5.132  0.0977
H -6.950 -1.234 -5.799  0.0982
H -5.311 -0.714 -6.263  0.0944
H -6.401 -1.416 -7.480  0.0948
C -10.029 2.153 0.926  -0.0422
O -9.159 2.307 -0.198  -0.0001
C -8.446 1.217 -0.487  -0.6305
O -8.493 0.173 0.109  0.1234
O -7.685 1.487 -1.540  0.0101
C -6.854 0.402 -1.973  -0.0406
H -10.537 3.105 1.040  0.0916
H -10.757 1.365 0.744  0.0965
H -9.461 1.927 1.825  0.0967
H -7.462 -0.451 -2.268  0.1022
H -6.173 0.116 -1.172  0.0934
H -6.292 0.757 -2.841  0.0608
C 0.732 -2.166 9.251  -0.0411
O 1.920 -2.279 8.463  0.0038
C 1.699 -2.358 7.152  -0.6294
O 0.620 -2.342 6.620  0.1232
O 2.873 -2.457 6.537  0.0103
C 2.782 -2.549 5.111  -0.0380
H 1.066 -2.112 10.282  0.0920
H 0.184 -1.264 8.991  0.0966
H 0.096 -3.037 9.113  0.0964
H 2.315 -1.659 4.695  0.0889
H 2.224 -3.438 4.820  0.0975
H 3.803 -2.618 4.748  0.0940

Molecular formula: C4H7NO
Method: DFT, the ωB97M-V functional and the def2-TZVPD basis

Calculated values
Highest occupied orbital energy = -9.55 eV
Energy = -7798.691 eV
HOMO-LUMO gap = 10.57 eV
Energy relative to the best compared isomer or geometry (same formula, charge and spin) = 91.94 kJ/mol
Structure (SMILES) = C[C@H]1CN=CO1

Each line ends with the natural charge from an NBO analysis.
Atoms and positions in Å:
C 0.133 -0.334 1.599  -0.6233
C -0.416 -0.385 0.188  0.0654
C -0.488 0.985 -0.527  -0.2782
N 0.273 0.818 -1.769  -0.4697
C 0.750 -0.353 -1.717  0.3790
O 0.478 -1.149 -0.660  -0.4961
H 0.235 -1.336 2.026  0.2211
H 1.115 0.150 1.604  0.2138
H -0.542 0.246 2.237  0.2158
H -1.379 -0.906 0.168  0.1820
H -1.515 1.290 -0.752  0.2065
H -0.030 1.780 0.075  0.1969
H 1.387 -0.805 -2.472  0.1868

Question: Which value of energy does entry 1 give?
Answer: -115919.663 eV

Question: Which of these has the lowest energy?
Answer: C46H52N4O30

Question: What is the formula in the third record?
Answer: C5H9NO